# 1
The following is a DFT calculation (ωB97M-V/def2-TZVPD) of a 12-piece molecular cluster, H24O12 overall.

```
36
Properties=species:S:1:pos:R:3:forces:R:3:lowdin_charge:R:1
O 29.822 -24.467 -10.806 0.3 0.0 -0.3 -0.035
H 29.618 -25.397 -10.707 -0.1 -0.3 0.1 0.037
H 28.978 -24.025 -10.706 -0.5 0.2 0.2 0.019
O 26.876 -24.384 -12.280 -0.2 -0.2 0.1 -0.038
H 27.525 -24.816 -12.836 0.2 0.0 -0.2 0.018
H 27.012 -23.449 -12.435 0.1 0.3 0.0 0.020
O 29.287 -23.106 -8.232 -0.1 -0.1 -0.2 -0.031
H 29.938 -23.205 -7.537 0.2 0.1 0.2 0.045
H 28.733 -22.381 -7.940 -0.2 0.2 0.2 0.040
O 29.776 -22.944 -13.356 -0.4 0.6 -0.3 -0.041
H 29.704 -23.858 -13.631 0.1 -0.2 0.0 0.042
H 30.175 -22.985 -12.487 0.5 -0.4 0.2 -0.006
O 31.211 -27.421 -12.188 0.6 0.4 -0.3 -0.049
H 31.527 -28.098 -12.786 0.2 -0.1 0.0 0.061
H 30.258 -27.452 -12.272 -0.6 -0.2 0.0 -0.015
O 31.126 -27.265 -9.495 0.0 0.0 0.6 -0.035
H 31.059 -27.090 -10.434 0.4 -0.2 -0.7 -0.013
H 31.174 -28.219 -9.432 0.1 -0.2 0.0 0.067
O 29.523 -26.235 -7.693 -0.9 0.3 0.8 -0.060
H 29.900 -25.357 -7.638 0.0 0.1 -0.1 0.002
H 29.987 -26.651 -8.419 0.5 -0.2 -0.4 -0.046
O 26.434 -22.080 -9.425 -0.2 0.2 0.3 -0.037
H 26.044 -21.218 -9.573 -0.3 0.1 0.1 0.058
H 27.344 -21.983 -9.705 0.5 0.0 -0.4 -0.007
O 26.605 -24.813 -9.236 0.0 -0.6 -0.1 -0.058
H 26.624 -23.863 -9.355 -0.4 0.2 0.0 -0.038
H 27.456 -25.025 -8.852 0.3 -0.2 0.4 -0.005
O 28.672 -28.025 -11.782 -0.2 0.0 -0.2 -0.023
H 27.920 -27.940 -12.369 -0.3 0.1 -0.2 0.066
H 28.312 -28.418 -10.987 0.0 0.0 0.4 0.071
O 28.479 -21.440 -11.235 -0.1 0.0 0.4 -0.035
H 28.936 -21.525 -12.072 0.2 -0.2 -0.5 0.022
H 27.854 -20.729 -11.374 -0.1 0.3 -0.1 0.054
O 32.323 -23.249 -11.239 0.4 0.5 -0.2 -0.055
H 31.460 -23.523 -10.929 -0.4 -0.4 0.4 -0.026
H 32.893 -23.995 -11.052 0.1 -0.2 0.0 0.033
```
Positions in Å, forces in eV/Å.

Energy relative to the best compared isomer or geometry (same formula, charge and spin) in kcal per mole: 41.5
Electronic energy in eV: -24959.894
SMILES: O.O.O.O.O.O.O.O.O.O.O.O

=====

# 2
The following is a DFT calculation (ωB97M-V/def2-TZVPD) of a 12-piece molecular cluster, H25O12 overall.

```
37
Properties=species:S:1:pos:R:3:forces:R:3:lowdin_charge:R:1
O 0.083 0.044 -0.050 -0.5 0.2 0.0 0.178
H 0.151 -0.847 -0.478 -0.3 0.0 0.2 0.084
H -0.830 0.315 0.266 0.0 -0.3 0.5 0.109
H 0.444 0.755 -0.610 0.7 0.4 -0.1 0.078
O -1.087 3.571 1.263 2.0 -1.3 0.0 -0.027
H -1.859 3.967 0.959 -2.3 1.4 -0.5 0.008
H -0.667 3.310 0.417 0.0 0.2 0.8 -0.003
O 0.074 1.677 3.050 0.4 -0.2 0.0 -0.063
H -0.618 1.891 2.430 -0.4 0.6 -0.1 -0.039
H 0.347 0.794 2.768 0.1 -0.1 0.4 -0.036
O -1.524 -2.103 0.501 -1.1 0.3 -0.7 -0.046
H -2.224 -2.105 -0.187 0.7 0.0 0.4 0.070
H -1.773 -2.842 1.061 0.1 -0.1 0.4 0.062
O 2.287 1.971 0.618 -0.1 -0.6 -2.0 -0.037
H 2.342 2.102 1.546 -0.1 0.8 1.3 0.028
H 2.375 2.805 0.133 0.1 -0.2 0.8 0.056
O -0.254 2.764 -1.160 1.3 0.0 -0.2 -0.018
H 0.404 3.128 -1.779 -0.3 -0.1 0.3 0.098
H -0.927 2.373 -1.692 -0.9 -0.2 -0.8 0.060
O 1.281 -2.405 -0.908 -0.5 0.9 -0.3 -0.013
H 1.178 -2.484 -1.862 0.3 -0.3 0.1 0.074
H 2.157 -2.073 -0.740 0.8 0.0 0.1 0.086
O -1.080 -1.631 -2.358 1.0 -0.3 1.0 -0.002
H -0.288 -1.675 -2.891 0.2 -0.2 -0.3 0.037
H -1.695 -1.264 -2.956 -1.5 0.6 -1.1 0.043
O 1.928 0.670 -2.137 -1.9 0.5 -1.3 -0.025
H 2.580 -0.001 -2.163 1.5 -0.9 0.3 0.031
H 1.511 0.550 -3.024 0.4 0.5 0.8 0.085
O -2.259 0.836 1.272 0.0 0.2 -0.9 -0.018
H -2.921 1.472 0.966 0.4 0.4 0.2 0.081
H -2.778 0.037 1.317 -0.1 -0.8 0.4 0.054
O 0.111 -4.540 0.046 -2.1 -1.3 0.5 -0.071
H -0.881 -4.442 -0.005 2.0 -0.1 -0.1 0.050
H 0.519 -3.732 -0.238 -0.1 0.6 -0.1 -0.063
O 1.182 -0.695 2.455 -0.9 -2.1 0.3 -0.042
H 1.871 -0.564 1.813 0.5 -0.1 -0.4 0.032
H 0.848 -1.635 2.365 0.8 1.6 0.1 0.100
```
Positions in Å, forces in eV/Å.

Energy relative to the best compared isomer or geometry (same formula, charge and spin) in kcal per mole: 48.3
Electronic energy in eV: -24968.938
Total charge: +1

=====

# 3
The following is a DFT calculation (ωB97M-V/def2-TZVPD) of a 12-piece molecular cluster, H26NO11 overall.

```
38
Properties=species:S:1:pos:R:3:forces:R:3:lowdin_charge:R:1
N 0.022 0.268 -0.602 -2.0 -1.8 3.1 0.319
H -0.350 0.927 0.100 0.3 0.1 -0.4 0.092
H -0.742 0.037 -1.214 -0.4 -0.4 -0.2 0.104
H 0.228 -0.619 -0.048 0.2 1.1 -1.2 0.148
H 0.738 0.661 -1.132 2.2 0.7 -0.9 0.055
O -3.259 0.787 1.665 -1.3 -1.3 -0.9 -0.040
H -3.134 1.196 0.805 0.2 0.5 0.2 0.018
H -2.811 1.276 2.337 0.7 0.4 0.3 0.012
O 0.662 -0.552 2.972 3.4 1.5 -2.9 0.019
H 0.492 -0.515 3.849 -0.3 0.3 4.6 -0.010
H -0.088 -0.976 2.677 -3.0 -1.6 -1.7 -0.060
O -1.133 -2.469 -0.838 0.4 0.6 -2.9 -0.064
H -0.405 -2.725 -1.480 -1.4 0.6 1.4 0.032
H -0.884 -2.825 -0.020 0.5 -0.9 1.9 -0.002
O 1.131 -2.374 -2.255 -2.3 -6.4 4.4 0.034
H 1.027 -3.193 -2.764 0.2 -0.2 0.3 0.131
H 1.321 -1.800 -2.849 2.3 6.3 -6.0 -0.056
O 2.907 -0.079 -1.714 -4.1 -4.7 0.6 0.064
H 3.006 0.703 -2.092 1.2 5.5 -2.4 -0.017
H 3.617 -0.342 -1.214 2.8 -0.6 1.6 0.028
O -0.941 2.044 2.372 -0.7 -1.3 -2.7 0.001
H -0.323 1.903 3.036 1.6 -0.4 2.2 0.031
H -1.404 2.840 2.485 -0.7 1.9 0.7 0.054
O 1.515 2.757 0.905 -3.8 0.0 -1.1 -0.054
H 0.596 2.662 1.334 1.7 0.3 -1.2 0.030
H 2.038 2.628 1.648 2.1 -0.4 2.1 -0.005
O -1.875 2.301 -0.541 -0.3 -1.8 -1.0 -0.015
H -1.965 3.215 -0.441 0.1 2.6 1.0 0.042
H -2.245 2.248 -1.433 0.0 -0.6 -0.1 0.083
O 2.309 -2.603 -0.028 -0.3 -3.1 1.3 0.008
H 1.989 -2.307 -0.839 -0.6 0.7 -2.1 -0.079
H 2.657 -1.888 0.415 1.3 2.3 1.8 -0.010
O -1.722 -1.470 1.988 0.7 8.7 -4.3 -0.032
H -1.997 -2.236 2.246 -3.0 -7.3 2.3 -0.051
H -2.494 -0.938 1.473 2.3 -1.6 2.2 0.127
O 0.653 0.837 -3.482 1.7 -0.3 0.4 -0.008
H -0.244 0.595 -3.563 -1.8 -0.2 -0.4 0.024
H 1.110 0.028 -3.758 0.1 0.6 -0.1 0.048
```
Positions in Å, forces in eV/Å.

Energy relative to the best compared isomer or geometry (same formula, charge and spin) in kcal per mole: 69.3
Electronic energy in eV: -24427.248
Total charge: +1

=====

# 4
The following is a DFT calculation (ωB97M-V/def2-TZVPD) of a 13-piece molecular cluster, H26O13 overall.

```
39
Properties=species:S:1:pos:R:3:forces:R:3:lowdin_charge:R:1
H -0.223 -0.181 -1.461 -0.1 0.3 0.1 0.006
H -0.831 0.538 -0.268 0.2 -0.1 0.2 0.027
H -0.488 1.617 -3.824 0.0 0.0 0.1 0.052
H -0.621 0.105 -3.907 -0.1 0.0 0.0 0.045
H -3.571 2.008 -1.714 0.1 0.0 -0.1 0.023
H -4.594 3.004 -2.233 0.1 0.1 0.0 0.035
H -3.363 -0.898 -0.646 0.0 -0.3 0.1 0.057
H -2.705 -1.485 -1.884 0.0 0.2 0.0 0.053
H 2.734 3.212 -0.415 0.1 0.2 -0.1 0.009
H 2.580 3.728 1.006 0.0 0.1 0.0 0.029
H -0.670 -0.001 2.539 -0.1 0.1 -0.1 0.023
H -0.845 1.509 2.547 -0.1 0.0 0.0 0.020
H 4.850 0.598 -1.725 0.0 0.1 0.1 0.041
H 3.562 0.991 -1.021 0.1 -0.1 0.0 0.021
H 2.671 0.979 1.307 -0.2 -0.2 0.2 0.007
H 3.852 1.231 2.229 0.0 -0.1 0.0 0.037
H -3.714 -4.023 -0.364 0.0 -0.1 0.2 0.039
H -2.318 -3.423 -0.306 -0.3 0.3 0.0 0.031
H -1.774 3.665 1.799 -0.1 0.1 0.0 0.041
H -3.242 3.292 1.674 0.0 0.0 0.1 0.038
H -0.161 -1.911 3.158 0.2 -0.2 0.1 0.024
H -1.112 -2.903 2.509 -0.1 0.0 0.1 0.027
H 3.281 -4.303 -1.950 0.0 0.0 0.1 0.054
H 2.938 -2.843 -2.195 0.3 -0.1 -0.1 0.039
H 1.481 -2.650 -0.772 0.0 -0.2 0.4 0.003
H 0.619 -2.879 0.458 0.0 0.3 0.1 0.019
O -0.736 -0.337 -0.660 2.5 1.1 0.2 -0.092
O -0.698 0.842 -3.291 0.1 -0.1 -0.3 -0.048
O -3.665 2.927 -1.991 -0.2 -0.1 0.1 -0.059
O -2.593 -1.404 -0.930 -1.8 0.5 -1.5 -0.103
O 2.650 4.027 0.093 -0.1 -0.2 0.1 -0.052
O -0.367 0.801 2.099 -0.1 0.1 0.0 -0.043
O 4.439 1.323 -1.242 -0.2 0.0 0.0 -0.050
O 2.987 0.807 2.201 0.1 0.3 -0.1 -0.053
O -3.203 -3.325 0.062 -0.5 -2.0 0.8 -0.079
O -2.507 3.285 2.297 0.1 0.0 -0.1 -0.051
O -0.847 -2.554 3.367 0.0 0.2 -0.2 -0.045
O 3.210 -3.454 -1.501 0.4 -0.1 -0.8 -0.055
O 1.538 -2.812 0.177 -0.8 0.1 0.4 -0.069
```
Positions in Å, forces in eV/Å.

Energy relative to the best compared isomer or geometry (same formula, charge and spin) in kcal per mole: 118.6
Electronic energy in eV: -27036.805